Arrangement i

Entry from OMol25: a 2-piece molecular cluster, C11H15N overall (ωB97M-V with the def2-TZVPD basis set).

## Properties
HOMO-LUMO gap (alpha / beta)	0.11008 / 0.23802	Ha
expectation value of S²	0.774
spin multiplicity	2
molecular weight	161.25	Da
HOMO (alpha / beta)	0.827 / -2.724	eV
total charge	-1

Structure (XYZ):
```
27
C11H15N | OMol25 | ωB97M-V with the def2-TZVPD basis set
C -0.8035 -0.3021 2.6821
C 1.8914 -0.9453 0.1341
C 0.5317 -0.9879 0.5589
C 0.4549 -0.4531 1.8599
C 1.7932 -0.1353 2.3210
C 2.1716 -1.1341 -1.2149
C 1.1749 -1.4227 -2.0890
C -0.4427 -1.3875 -0.3614
C -0.2455 -1.3670 -1.7103
N 2.5605 -0.4024 1.2279
H 3.6356 -0.5928 1.3326
H 3.2716 -1.0038 -1.4654
H 2.0896 0.2074 3.3024
H 1.4040 -1.4645 -3.1785
H -1.4411 -1.5347 0.0170
H -1.4419 0.5138 2.2206
H -0.5009 0.1396 3.6197
H -0.8235 -1.6155 -2.4577
H -1.5025 -1.1023 2.6774
C -1.4337 2.2865 -0.6711
C -2.0724 1.3611 -1.7360
H -0.5437 2.7197 -1.1284
H -1.8584 3.2640 -0.5428
H -1.2484 1.8837 0.3772
H -2.7315 0.5226 -1.1928
H -1.2856 0.9448 -2.3123
H -2.6037 2.0081 -2.2699
```

---

Arrangement ii

Entry from OMol25: a 2-piece molecular cluster, C11H15N overall (ωB97M-V with the def2-TZVPD basis set).

## Properties
HOMO-LUMO gap (alpha / beta)	0.10850 / 0.22963	Ha
expectation value of S²	0.776
spin multiplicity	2
molecular weight	161.25	Da
HOMO (alpha / beta)	0.702 / -2.633	eV
total charge	-1

Structure (XYZ):
```
27
C11H15N | OMol25 | ωB97M-V with the def2-TZVPD basis set
C -2.1416 -2.2001 -0.0996
C -2.9268 -2.2888 -1.4590
H -1.7722 -1.2286 0.1660
H -2.8447 -2.4083 0.8107
H -1.1766 -2.7386 -0.1142
H -3.2438 -1.3064 -1.7905
H -2.3102 -2.6934 -2.2565
H -3.6776 -2.9952 -1.1078
C 2.2691 1.4132 -2.0446
C 0.9695 0.1284 1.1609
C 1.1586 1.2526 0.1692
C 1.7328 0.6227 -0.9673
C 2.0198 -0.6663 -0.6597
C -0.0062 0.0750 2.1367
C -0.4928 1.4132 2.5170
C -0.2459 2.6139 1.7319
C 0.6538 2.5043 0.6588
N 1.4838 -1.0353 0.4936
H -0.3035 -0.7641 2.6502
H -1.2042 1.4853 3.3398
H 1.7649 -1.9146 1.1317
H -0.5538 3.5914 2.0560
H 2.4250 -1.3498 -1.3351
H 0.7733 3.3772 -0.0304
H 3.3320 1.0910 -2.3428
H 2.5232 2.5105 -1.8675
H 1.7942 1.5111 -2.9474
```

---

Arrangement iii

Entry from OMol25: a 2-piece molecular cluster, C11H15N overall (ωB97M-V with the def2-TZVPD basis set).

## Properties
HOMO-LUMO gap (alpha / beta)	0.09650 / 0.22177	Ha
expectation value of S²	0.771
spin multiplicity	2
molecular weight	161.25	Da
HOMO (alpha / beta)	0.718 / -2.713	eV
total charge	-1

Structure (XYZ):
```
27
C11H15N | OMol25 | ωB97M-V with the def2-TZVPD basis set
C 2.1956 -2.6985 2.3804
C 2.2790 -3.0735 3.8658
H 2.1860 -1.6192 2.2841
H 3.0760 -3.1121 1.8906
H 1.3068 -3.0928 1.8764
H 1.9925 -4.1107 4.0433
H 1.6420 -2.3937 4.4405
H 3.3059 -2.9076 4.2132
C -0.2214 1.0795 2.0782
C -0.5449 0.5240 -0.4262
C -0.0780 1.3705 0.6303
C -0.5351 1.2711 -1.6232
C 0.1748 2.6053 0.0612
C -1.2789 -1.4237 -1.7027
C -1.4136 -0.6276 -2.8402
C -0.8540 -0.8749 -0.4792
C -0.9737 0.7381 -2.8337
N 0.0211 2.5029 -1.3202
H -1.3503 -2.4977 -1.8187
H -1.6370 -1.0983 -3.7878
H -0.5160 -1.5818 0.2820
H -1.1103 1.3123 -3.7407
H 0.7069 0.7011 2.5264
H -0.9717 0.3244 2.3302
H 0.5284 3.4932 0.5565
H 0.0855 3.2559 -1.9855
H -0.4740 1.9704 2.6550
```

---

Arrangement iv

Entry from OMol25: a 2-piece molecular cluster, C11H15N overall (ωB97M-V with the def2-TZVPD basis set).

## Properties
HOMO-LUMO gap (alpha / beta)	0.11714 / 0.24470	Ha
expectation value of S²	0.769
spin multiplicity	2
molecular weight	161.25	Da
HOMO (alpha / beta)	0.672 / -2.863	eV
total charge	-1

Structure (XYZ):
```
27
C11H15N | OMol25 | ωB97M-V with the def2-TZVPD basis set
C 2.7466 -0.1793 -2.3589
C 1.1640 0.4853 -0.4475
C 1.5586 0.5338 -1.8108
C 0.0394 1.3314 -0.3359
C 0.6542 1.2911 -2.5055
C 1.2608 0.4221 1.9983
C 0.0627 1.1329 2.0777
C 1.7962 0.0486 0.7717
C -0.5338 1.6651 0.8902
N -0.3446 1.6998 -1.6059
H 1.7919 0.2039 2.9157
H -0.4630 1.3197 3.0136
H 2.7224 -0.5200 0.6977
H -1.3848 2.3202 0.9469
H 2.9571 0.0837 -3.3999
H 2.6636 -1.2598 -2.2717
H 0.5921 1.5071 -3.5627
H -0.9685 2.4679 -1.7637
H 3.6422 0.0907 -1.7841
C -2.1766 -2.0703 1.7125
C -2.8120 -1.5669 0.4427
H -1.0899 -1.9938 1.6574
H -2.4930 -1.4806 2.5736
H -2.4453 -3.1024 1.9354
H -3.9074 -1.5398 0.5065
H -2.6329 -2.2687 -0.3807
H -2.4003 -0.6217 0.0874
```

---

Q: Which of them is the most stable? A: arrangement iv.

---

Arrangement i

Entry from OMol25: C30H30Br2N6O7Zr as an isolated structure (ωB97M-V with the def2-TZVPD basis set).

## Properties
HOMO-LUMO gap	0.21346	Ha
molecular weight	837.64	Da
HOMO	-6.833	eV

Structure (XYZ):
```
76
C30H30Br2N6O7Zr | OMol25 | ωB97M-V with the def2-TZVPD basis set
Zr -0.3758 0.4666 -0.6240
N -1.2237 -3.4978 0.8968
C 0.0091 -3.2757 1.6468
C 1.1801 -4.1933 1.1641
C 2.3836 -4.0575 2.0682
C 2.2140 -4.2140 3.6112
N 2.2884 -2.9255 4.3398
C 2.6867 -2.7636 5.5628
N 2.7773 -1.5384 6.1831
N 2.9120 -3.8410 6.3627
C 0.3450 -1.7910 1.5476
O 0.7146 -1.1122 2.5304
O 0.1437 -1.2258 0.3452
H -1.1341 -3.3255 -0.1005
H -1.7117 -4.2955 1.2500
H -0.1457 -3.5212 2.6941
H 1.3843 -3.9365 0.1104
H 0.8587 -5.2383 1.1377
H 2.9391 -3.1276 1.8381
H 3.1685 -4.7731 1.8020
H 3.0747 -4.8015 3.9069
H 1.3461 -4.7586 3.9701
H 1.8610 -2.0473 3.9261
H 2.8880 -0.7780 5.4970
H 3.3990 -1.5107 6.9768
H 2.7464 -4.7549 6.0105
H 3.1090 -3.6604 7.3599
C 0.2668 3.8640 -3.1371
C -1.0406 3.2079 -2.9660
C -2.1991 3.9818 -3.2844
C -3.3937 3.3565 -3.5785
C -3.5137 1.9473 -3.3794
C -4.6318 1.1819 -3.6966
Br -6.1809 1.8171 -4.6432
C -4.6355 -0.1673 -3.4175
C -3.5965 -0.8361 -2.7860
Br -3.8706 -2.5207 -1.9724
C -2.3753 -0.1525 -2.6110
O -1.3490 -0.7243 -2.0333
C -2.3110 1.2638 -2.9355
N -1.1462 1.9359 -2.6082
H 0.1629 4.3843 -4.0740
H 1.1065 3.1473 -3.1400
H 0.3814 4.6311 -2.3277
H -2.0553 5.0945 -3.4264
H -4.1791 3.8963 -4.1171
H -5.5330 -0.7353 -3.7125
O 6.6415 -0.0010 -2.3001
C 5.6281 -0.6079 -2.7607
O 5.7190 -1.6031 -3.5764
C 4.2748 -0.1378 -2.5095
C 3.2798 -0.8827 -3.2006
C 1.9865 -0.6675 -2.8110
N 1.5912 0.3197 -1.9390
C 2.5755 1.1046 -1.4017
C 3.9076 0.9031 -1.6642
C 2.1526 1.9387 -0.2433
O 2.9120 2.2797 0.6805
O 0.7905 2.1457 -0.1649
H 3.4588 -1.6240 -3.9255
H 1.1893 -1.2295 -3.2727
H 4.5829 1.5822 -1.0956
C -2.2071 0.7783 0.6800
C -2.6998 2.1179 0.8907
C -3.9929 2.5919 0.5709
C -4.2799 3.9287 0.4819
C -3.3130 4.9133 0.8051
C -2.0813 4.4729 1.1710
C -1.7768 3.1077 1.3647
H -2.8860 -0.0006 0.2703
H -1.5938 0.4428 1.4987
H -4.8058 1.8744 0.4492
H -5.2271 4.1541 0.0105
H -3.4567 6.0182 0.6633
H -1.2820 5.2018 1.4264
H -0.8326 2.8030 1.7351
```

---

Arrangement ii

Entry from OMol25: C30H30Br2N6O7Zr as an isolated structure (ωB97M-V with the def2-TZVPD basis set).

## Properties
HOMO-LUMO gap	0.17523	Ha
molecular weight	837.64	Da
HOMO	-6.479	eV

Structure (XYZ):
```
76
C30H30Br2N6O7Zr | OMol25 | ωB97M-V with the def2-TZVPD basis set
Zr 0.3791 1.1605 -0.2656
N -1.6955 0.0593 3.9883
C -2.1884 -0.2525 2.6648
C -2.4328 -1.7893 2.6289
C -3.1803 -2.4264 1.4358
C -3.1528 -3.9636 1.5976
N -3.1795 -4.6021 0.2854
C -3.8428 -5.6310 -0.1807
N -3.7741 -5.7702 -1.5411
N -4.5857 -6.4615 0.6120
C -1.1950 0.2260 1.5570
O -0.6756 -0.6397 0.7416
O -0.7577 1.4476 1.5301
H -1.1577 -0.7641 4.3591
H -1.0540 0.8692 3.9392
H -3.1169 0.3563 2.4655
H -2.9659 -1.9809 3.6225
H -1.3806 -2.2644 2.5750
H -2.6256 -2.2391 0.4803
H -4.2340 -2.1202 1.3513
H -3.9650 -4.3558 2.2494
H -2.2508 -4.2193 2.1554
H -2.5049 -4.2617 -0.3516
H -3.1676 -5.1557 -2.1194
H -4.2171 -6.5787 -2.0232
H -4.3225 -6.5948 1.5572
H -4.9697 -7.2962 0.1151
C 1.8406 4.1389 -1.9456
C 2.5598 2.8909 -2.3129
C 3.8621 2.9262 -2.8318
C 4.5285 1.7266 -3.2296
C 3.8580 0.4641 -2.9707
C 4.3225 -0.8259 -3.3439
Br 6.0872 -1.0367 -4.0720
C 3.4677 -1.9330 -3.2155
C 2.3597 -1.9045 -2.4109
Br 1.3578 -3.4004 -1.9222
C 1.8621 -0.6545 -2.0289
O 0.7659 -0.5466 -1.3343
C 2.5346 0.5253 -2.3916
N 1.9512 1.7343 -2.0867
H 2.0776 4.9251 -2.6110
H 2.0948 4.4128 -0.9232
H 0.8402 3.8097 -1.9893
H 4.3721 3.8818 -2.8580
H 5.6045 1.8136 -3.3894
H 3.7089 -2.8646 -3.7755
O 6.7573 0.4392 2.4389
C 5.9695 -0.5801 2.3421
O 6.3215 -1.7412 2.6419
C 4.6482 -0.2609 1.8714
C 3.6452 -1.2585 1.7322
C 2.4096 -0.9212 1.3244
N 2.1492 0.3485 0.9663
C 3.0237 1.3468 1.3298
C 4.3751 1.0779 1.6259
C 2.4826 2.7391 1.2593
O 3.0411 3.5958 1.9931
O 1.3642 2.8213 0.5122
H 3.8818 -2.3036 1.9860
H 1.6340 -1.6278 1.1146
H 4.9916 1.9964 1.5985
C -1.6511 1.8473 -1.3455
C -2.5287 2.8792 -0.8313
C -2.2892 4.2973 -1.0429
C -3.1974 5.2589 -0.6280
C -4.4252 4.8554 -0.0263
C -4.6627 3.5140 0.2405
C -3.6638 2.6290 -0.0415
H -1.1591 2.0673 -2.2882
H -2.1957 0.8973 -1.4379
H -1.3196 4.6146 -1.4291
H -3.0420 6.2857 -0.8391
H -5.1568 5.6124 0.1411
H -5.4443 3.1013 0.8309
H -3.8009 1.6336 0.1735
```

---

Q: Which of them is the most stable? A: arrangement i.

---

Arrangement i

Entry from OMol25: CH3NO3 as an isolated structure (ωB97M-V with the def2-TZVPD basis set).

## Properties
HOMO-LUMO gap	0.37163	Ha
molecular weight	77.04	Da
HOMO	-9.592	eV

Structure (XYZ):
```
8
CH3NO3 | OMol25 | ωB97M-V with the def2-TZVPD basis set
C -0.0142 -0.1452 -0.1915
N -1.9499 0.0641 -0.0675
O -2.6162 -0.9062 -0.2656
O -2.2381 1.1910 0.2012
O 0.4547 1.0885 0.0457
H 0.1236 -0.9105 0.5678
H 0.1312 -0.4622 -1.2130
H 0.3779 1.3251 0.9766
```

---

Arrangement ii

Entry from OMol25: a 2-piece molecular cluster, CH3NO3 overall (ωB97M-V with the def2-TZVPD basis set).

## Properties
HOMO-LUMO gap	0.38568	Ha
SMILES	O=C=NO.O
molecular weight	77.04	Da
HOMO	-10.197	eV

Structure (XYZ):
```
8
CH3NO3 | OMol25 | ωB97M-V with the def2-TZVPD basis set
C 2.2936 -0.3431 -0.0270
N 1.3328 0.0925 -0.5914
O 3.3011 -0.8584 0.3143
O -2.1054 -0.3395 0.4988
O 0.6644 1.2924 -0.6157
H -2.3306 -0.8598 -0.3150
H -2.9712 -0.0269 0.9445
H -0.1848 1.0428 -0.2084
```

---

Q: Which of them is the most stable? A: arrangement ii.